The following is a quantum chemistry calculation of a 2-piece molecular cluster, C2H5NO3 overall, from OMol25.

Last columns: bonded neighbours and bond lengths (Å).
CARTESIAN COORDINATES (ANGSTROEM)
1 C 1.72 1.80 2.82  N2 1.361, O3 1.210, H4 1.076
2 N 2.02 1.56 1.51  C1 1.361, H5 1.027, H6 1.014
3 O 2.52 2.50 3.40  C1 1.210
4 H 0.85 1.38 3.28  C1 1.076
5 H 2.59 2.22 0.97  N2 1.027
6 H 1.61 0.77 1.04  N2 1.014
7 O -1.80 -3.07 -3.64  C8 1.188
8 C -1.93 -2.36 -2.70  O7 1.188, O9 1.360, H10 1.101
9 O -3.14 -1.83 -2.38  C8 1.360, H11 0.994
10 H -1.16 -2.13 -1.94  C8 1.101
11 H -3.28 -0.85 -2.36  O9 0.994

Output
- Charge: +1
- Spin multiplicity: 2
- ΔE to the lowest compared entry with this formula, charge and spin: 28.33 kcal/mol
- Total energy: -359.2873 a.u.
- LUMO level (alpha / beta): -0.216 / -0.384 Eh

---

The following is a quantum chemistry calculation of a 2-piece molecular cluster, C3H8N2O2 overall, from OMol25.

Last columns: bonded neighbours and bond lengths (Å).
CARTESIAN COORDINATES (ANGSTROEM)
1 C -0.59 1.18 -0.09  C2 1.310, H7 1.040, H8 1.122
2 C -0.66 -0.04 0.39  C1 1.310, C3 1.507, O4 1.387
3 C -1.41 -1.11 -0.36  C2 1.507, H9 1.155, H10 1.064, H11 1.069
4 O 0.01 -0.49 1.52  C2 1.387, N5 1.359
5 N 0.15 0.45 2.49  O4 1.359, O6 1.221
6 O 0.58 0.04 3.55  N5 1.221
7 H -1.27 1.50 -0.81  C1 1.040
8 H -0.27 2.02 0.59  C1 1.122
9 H -0.64 -1.54 -1.11  C3 1.155
10 H -2.17 -0.64 -0.93  C3 1.064
11 H -1.73 -1.90 0.28  C3 1.069
12 N 2.25 0.19 -1.30  H13 1.004, H14 1.026, H15 0.997
13 H 1.75 1.06 -1.29  N12 1.004
14 H 1.85 -0.53 -0.69  N12 1.026
15 H 2.15 -0.19 -2.22  N12 0.997

Output
- Spin multiplicity: 1
- ΔE to the lowest compared entry with this formula, charge and spin: 116.52 kcal/mol
- Total energy: -378.9553 a.u.
- SMILES string: C=C(C)ON=O.N
- LUMO level: -0.009 Eh

---

The following is a quantum chemistry calculation of a 2-piece molecular cluster, C4H13N2O overall, from OMol25.

Last columns: bonded neighbours and bond lengths (Å).
CARTESIAN COORDINATES (ANGSTROEM)
1 C 2.63 -1.14 0.32  C2 1.549, H7 1.087, H8 1.089, H9 1.088
2 C 1.50 -1.14 -0.73  C1 1.549, C3 1.511, H10 1.096, H11 1.088
3 C 0.25 -0.34 -0.41  C2 1.511, C4 1.326, N6 1.409
4 C -0.81 -0.91 0.13  C3 1.326, N5 1.483, H12 1.077
5 N -2.11 -0.20 0.29  C4 1.483, H13 1.045, H14 1.039, H15 1.040
6 N 0.37 1.00 -0.83  C3 1.409, H16 1.005, H17 1.003
7 H 2.95 -2.18 0.42  C1 1.087
8 H 2.21 -0.78 1.26  C1 1.089
9 H 3.48 -0.56 0.00  C1 1.088
10 H 1.24 -2.17 -0.98  C2 1.096
11 H 1.90 -0.74 -1.66  C2 1.088
12 H -0.90 -1.89 0.58  C4 1.077
13 H -2.45 -0.14 1.27  N5 1.045
14 H -2.12 0.72 -0.18  N5 1.039
15 H -2.83 -0.71 -0.26  N5 1.040
16 H 0.10 1.74 -0.20  N6 1.005
17 H 1.16 1.09 -1.44  N6 1.003
18 H -1.39 2.80 0.84  O20 0.972
19 H -2.91 3.11 0.93  O20 0.963
20 O -2.28 2.43 0.68  H18 0.972, H19 0.963

Output
- Spin multiplicity: 2
- ΔE to the lowest compared entry with this formula, charge and spin: 47.24 kcal/mol
- Total energy: -344.8057 a.u.
- LUMO level (alpha / beta): 0.030 / 0.021 Eh